# 1
Computed, not measured: C24H33AsClI2P2Tc as an isolated structure in a non-equilibrium geometry, with the ωB97M-V functional and the def2-TZVPD basis.

Properties
Kohn-Sham gap (spin up / spin down): 5.51 / 5.24 eV
Total charge: +3
E_LUMO (spin up / spin down): -11.677 / -11.773 eV
Spin multiplicity: 4
Electronic energy: -4987.7985 a.u.

Structure (XYZ):
```
64
Properties=species:S:1:pos:R:3:forces:R:3:lowdin_charge:R:1
I 1.67478 1.95957 -1.93627 -5.288 3.657 1.458 1.066
I 1.76674 -2.13348 -1.99307 -4.521 -2.025 1.863 1.019
Tc -1.28768 -0.10829 -1.36063 7.602 -0.893 0.156 0.613
P -3.21017 -0.03165 -2.10624 -2.223 0.310 -4.504 0.615
C -4.22263 0.07255 -0.67893 -0.306 0.309 -0.137 -0.209
C -3.19016 1.40948 -3.36381 -0.367 -0.826 1.123 -0.204
H -4.21971 1.53163 -3.72193 0.399 0.312 -0.257 0.064
H -4.23998 -1.77651 -3.45632 0.355 -0.477 -0.219 0.068
H -2.42732 1.13225 -4.11928 -1.013 0.041 0.294 -0.016
H -2.43447 -1.49384 -3.91545 -0.978 -0.036 0.204 -0.012
H -4.10541 1.12169 -0.36650 -0.241 -0.420 0.406 0.068
H -2.79786 2.30474 -2.84919 -0.501 -0.258 -0.122 0.054
C -3.20226 -1.63998 -3.13237 -0.116 1.114 1.136 -0.199
H -5.19856 -0.04665 -1.12962 -0.883 -0.274 0.822 0.073
H -2.82124 -2.42662 -2.45597 -0.574 0.052 -0.317 0.047
H -3.86598 -0.69813 0.03997 -0.827 0.617 -0.316 0.050
P 2.64422 0.00420 -2.38254 3.870 -1.049 -0.664 -0.056
C 3.64266 0.08596 -0.92110 1.071 -0.098 0.293 -0.348
C 3.63493 -1.23259 -3.46744 1.424 -1.014 -0.759 -0.368
H 2.85783 1.15805 -4.47431 0.101 0.095 -0.405 0.065
H 4.53582 0.86828 -3.83481 -0.366 -0.005 -0.030 0.071
H 3.62066 2.26172 -3.30415 0.056 -0.380 -0.322 -0.002
C 3.52101 1.21980 -3.61857 1.365 0.947 -0.996 -0.329
H 2.98845 -1.30542 -4.33461 0.404 -0.205 -0.482 0.059
H 4.61445 -0.78772 -3.64085 -0.154 -0.247 -0.150 0.067
H 4.54705 0.07970 -1.50852 1.379 -0.373 0.955 0.060
H 3.50126 -0.71863 -0.19765 0.446 0.046 -0.387 0.027
H 3.74960 -2.21166 -2.97174 0.706 0.742 -0.975 -0.031
H 3.58307 1.04488 -0.42876 0.115 -0.042 0.164 0.013
Cl -0.44519 -0.14098 -3.66108 -0.234 0.104 1.194 -0.037
C -0.55499 4.49991 2.05858 0.909 -0.014 0.656 -0.022
C 0.69307 3.98011 1.70296 0.783 -0.112 0.098 -0.041
C 0.86294 2.64594 1.32671 -0.485 0.198 0.796 -0.193
C -0.26027 1.82609 1.50253 0.123 -1.415 -2.229 -0.373
C -1.54369 2.35494 1.64508 -0.162 0.477 -0.240 -0.121
C -1.67510 3.68865 1.99280 0.060 0.810 0.204 -0.044
As -0.06829 -0.05997 0.86867 -0.293 1.128 0.736 1.267
C 1.66483 -0.73643 1.55193 -1.943 -0.227 1.261 -0.374
C 1.95253 -2.10825 1.39473 0.592 0.934 0.690 -0.189
C 3.01796 -2.57857 2.17987 -0.537 -0.482 -0.510 -0.043
C 3.67139 -1.76202 3.12331 -0.145 -0.314 -0.304 -0.018
C 3.21405 -0.46604 3.39580 0.169 -0.659 -0.240 -0.023
C 2.12045 0.01730 2.66451 0.650 -0.726 -0.306 -0.091
C -1.66214 -1.01160 1.46651 1.287 0.076 2.572 -0.422
C -1.92891 -2.35071 1.12160 -0.893 0.665 1.073 -0.119
C -2.83037 -3.08492 1.93474 0.708 0.060 -1.415 -0.044
C -3.41399 -2.57573 3.07521 0.566 1.578 0.061 -0.012
C -3.00416 -1.29625 3.52868 0.535 -0.086 -1.047 -0.007
C -2.04107 -0.54999 2.78455 -1.285 -0.837 0.649 -0.082
H -0.58908 5.51770 2.47296 -0.202 -0.485 -0.452 0.140
H 1.59550 4.57248 1.83440 -0.255 0.226 -0.373 0.127
H 1.81945 2.24493 0.95015 -0.522 0.336 0.766 0.056
H -2.44899 1.83992 1.34744 0.094 -0.549 0.707 0.090
H -2.61126 4.15914 2.26664 -0.262 -0.376 -0.304 0.128
H 1.30985 -2.75135 0.77150 0.779 0.304 0.336 0.050
H 3.27372 -3.63622 2.04272 0.149 0.480 0.361 0.129
H 4.48555 -2.20938 3.70507 -0.292 0.341 -0.251 0.134
H 3.71599 0.09889 4.19217 -0.589 -0.114 -0.332 0.135
H 1.58748 0.87761 3.03708 0.237 0.383 -0.396 0.098
H -1.37996 -2.77554 0.30112 -0.222 -0.445 -0.423 0.082
H -3.07607 -4.07647 1.61770 -0.045 -0.512 -0.055 0.116
H -4.12851 -3.14869 3.64934 0.014 -0.064 -0.041 0.131
H -3.44639 -0.92689 4.45318 0.509 0.072 -0.093 0.126
H -1.53546 0.27907 3.33145 -0.737 -0.376 -0.984 0.119
```
Positions in Å, forces in eV/Å.

=====

# 2
Computed, not measured: one molecule with the formula C5H13NO in a non-equilibrium geometry, with the ωB97M-V functional and the def2-TZVPD basis.

Properties
Kohn-Sham gap: 9.79 eV
Total charge: 0
E_LUMO: 0.982 eV
Electronic energy: -328.2242 a.u.
Energy relative to the best compared isomer or geometry (same formula, charge and spin): 2.575 eV

Structure (XYZ):
```
20
Properties=species:S:1:pos:R:3:forces:R:3:lowdin_charge:R:1
C 2.04006 -0.76048 1.00939 0.526 -1.660 -0.083 -0.108
C 1.01439 -1.97257 0.72626 0.796 -0.515 -0.351 -0.232
C -0.44416 -1.62674 0.97982 0.658 3.611 -3.187 -0.216
C -0.91628 -0.14716 0.80925 1.278 2.225 0.818 -0.220
N -0.48801 0.44795 -0.50668 0.110 -1.894 0.496 -0.057
C -0.95142 1.75652 -0.91412 -1.293 0.687 0.946 -0.330
O -0.40854 2.18244 -2.14731 -2.005 -0.421 0.330 -0.030
H 3.06287 -1.26888 0.99993 -1.185 0.972 0.518 0.076
H 1.73076 -0.38560 1.99779 0.709 -0.208 -0.075 0.058
H 2.14349 0.15820 0.37514 -0.772 -1.268 -0.017 0.063
H 1.07044 -2.45409 -0.27547 0.475 0.760 0.356 0.095
H 1.27575 -2.88289 1.41662 -0.238 1.906 -0.970 0.127
H -0.67052 -1.91498 1.89774 -1.563 -1.267 4.052 0.056
H -1.16798 -1.88989 0.28634 -0.896 -2.755 -1.473 0.079
H -2.00971 0.01126 1.01754 0.660 -0.669 -0.400 0.121
H -0.43218 0.41713 1.62235 -0.037 0.389 -0.321 0.097
H -0.52851 -0.32594 -1.19443 -0.321 1.253 0.061 0.128
H -2.06255 1.90847 -0.94002 0.560 -0.568 -0.589 0.125
H -0.68326 2.48767 -0.12750 0.347 -0.429 0.022 0.119
H 0.50035 2.04689 -2.01432 2.193 -0.146 -0.133 0.051
```
Positions in Å, forces in eV/Å.

=====

# 3
Computed, not measured: a 3-piece molecular cluster, C3H13NO2S overall in a non-equilibrium geometry, with the ωB97M-V functional and the def2-TZVPD basis.

Properties
Kohn-Sham gap: 9.51 eV
Total charge: 0
E_LUMO: 0.375 eV
Electronic energy: -725.4576 a.u.
Energy relative to the best compared isomer or geometry (same formula, charge and spin): 1.737 eV

Structure (XYZ):
```
20
Properties=species:S:1:pos:R:3:forces:R:3:lowdin_charge:R:1
C -2.04635 -1.12278 -0.59173 0.168 1.117 -0.794 -0.106
N -1.24162 -0.62503 0.61059 -2.857 -1.076 -1.131 -0.155
C 0.17861 -0.51527 0.34481 1.703 1.254 3.692 -0.292
C 0.71190 1.01533 0.27663 -3.365 0.242 -0.785 -0.588
S 2.48948 1.47158 0.26793 0.098 -1.652 -0.689 0.627
H -1.82619 -0.43021 -1.43468 -0.045 -0.455 0.443 0.074
H -1.76087 -2.13394 -0.93372 0.088 0.321 0.328 0.068
H -3.17541 -1.10152 -0.53311 1.309 0.139 0.767 0.088
H -1.57260 -1.28657 1.34468 1.467 0.768 -0.437 0.119
H 0.51537 -0.99759 -0.53136 0.239 -0.964 -0.935 0.068
H 0.67035 -0.92820 1.30099 -0.213 0.237 -1.707 0.133
H 0.28765 1.51877 1.18727 0.609 -0.440 -0.684 0.053
H 0.04440 1.50306 -0.58394 1.896 -0.792 1.411 0.102
H 3.12401 0.35270 -0.34326 -1.122 1.259 0.638 -0.120
O 0.35000 -2.65767 -3.26170 -1.177 1.100 -0.777 -0.040
H 1.20341 -2.74149 -2.90645 1.902 -0.962 1.053 -0.001
H 0.45507 -1.74777 -3.57894 -0.721 -0.122 -0.258 0.045
O -2.54795 1.49082 2.40739 0.322 -0.181 -0.958 -0.069
H -2.08770 0.82529 1.85977 -0.138 0.380 -0.477 -0.013
H -2.49922 1.06855 3.24793 -0.162 -0.173 1.302 0.007
```
Positions in Å, forces in eV/Å.

=====

> The highest electronic energy belongs to which entry?

C5H13NO

=====

> Which formula does entry 2 have?

C5H13NO

=====

> Look up the electronic energy of the third one.

-725.4576 a.u.